(1)
This record from the OMol25 dataset describes a molecular structure, C27H27Cl2F4FeN4O4. The level of theory is ωB97M-V/def2-TZVPD.

Summary:
LUMO (spin up / spin down): -0.2 / -2.1 eV
max |F|: 1.402 eV/A
expectation value of S²: 8.787
spin multiplicity: 6
energy: -112891.120 eV

CARTESIAN COORDINATES (ANGSTROEM)
Fe1 -0.263 0.558 0.569
C1 2.174 -4.196 -1.316
C2 1.801 -2.960 -0.499
N1 0.506 -2.360 -0.814
C3 -0.614 -3.294 -0.780
C4 -0.804 -3.882 0.606
C5 0.528 -1.543 -2.009
C6 1.402 -0.278 -1.858
N2 1.463 0.179 -0.478
C7 2.660 0.581 0.030
C8 2.874 0.365 1.405
F1 1.903 -0.198 2.130
C9 4.074 0.667 2.010
F2 4.220 0.413 3.311
C10 5.096 1.244 1.292
C11 4.902 1.497 -0.057
F3 5.873 2.085 -0.767
C12 3.729 1.162 -0.691
F4 3.588 1.473 -1.985
H1 3.202 -4.494 -1.102
H2 1.528 -5.042 -1.082
H3 2.101 -4.005 -2.389
H4 1.823 -3.203 0.567
H5 2.568 -2.197 -0.648
H6 -1.507 -2.742 -1.067
H7 -0.488 -4.109 -1.511
H8 -0.790 -3.087 1.354
H9 -1.771 -4.382 0.673
H10 -0.032 -4.611 0.861
H11 0.932 -2.080 -2.884
H12 -0.497 -1.282 -2.262
H13 2.402 -0.477 -2.238
H14 0.985 0.529 -2.468
H15 6.025 1.514 1.773
O1 -3.169 -0.729 -1.806
C13 -2.382 -0.043 -1.184
O2 -1.763 -0.387 -0.102
C14 -2.020 1.331 -1.710
C15 -2.868 2.004 -2.618
C16 -2.517 3.251 -3.023
C17 -1.305 3.826 -2.559
C18 -0.870 5.114 -2.953
C19 0.311 5.619 -2.493
C20 1.115 4.852 -1.618
C21 0.720 3.608 -1.220
C22 -0.507 3.071 -1.681
N3 -0.898 1.828 -1.262
H16 -3.770 1.506 -2.945
H17 -3.146 3.819 -3.699
H18 -1.493 5.689 -3.628
H19 0.639 6.603 -2.801
H20 2.052 5.258 -1.256
H21 1.326 3.027 -0.538
Cl1 -2.977 -2.411 3.295
C23 -1.872 -1.331 4.128
Cl2 -1.272 -0.008 3.099
H22 -1.014 -1.891 4.478
H23 -2.401 -0.849 4.940
O3 1.729 2.856 2.231
C24 0.539 3.105 2.156
C25 -0.090 4.361 2.731
C26 -1.525 4.315 2.230
C27 -1.631 2.965 1.543
O4 -2.648 2.511 1.070
N4 -0.393 2.327 1.519
H24 0.478 5.229 2.400
H25 -0.009 4.314 3.818
H26 -1.748 5.087 1.493
H27 -2.281 4.379 3.011

Mulliken population analysis, charges in e, atoms 1 to 4: number 1, Fe, carries 0.712; number 2, C, carries -1.402; number 3, C, carries -0.425; number 4, N, carries 0.303


(2)
This record from the OMol25 dataset describes 4 unconnected molecules or ions with the total composition C27H27F6IN2O11S2. The level of theory is ωB97M-V/def2-TZVPD.

Summary:
LUMO: 0.2 eV
max |F|: 1.618 eV/A
energy above the lowest of the compared OMol25 structures with the same formula, charge and spin: 0.00 kcal/mol
SMILES string: NC[C@@H](O)Cc1c(S)c(C[C@H](O)C(F)(F)F)cc2c1Sc1cccc(I)c1N2.O=C1OC[C@@H](F)O1.O=C1OC[C@@H](F)O1.O=C1OC[C@@H](F)O1
spin multiplicity: 1
energy: -100015.980 eV

CARTESIAN COORDINATES (ANGSTROEM)
N1 3.799 1.061 0.290
C1 2.806 2.126 0.540
C2 1.350 1.567 0.627
O1 1.014 1.565 2.021
C3 0.369 2.475 -0.164
C4 -0.422 1.780 -1.269
C5 0.173 1.026 -2.279
S1 1.954 0.832 -2.342
C6 -0.580 0.400 -3.261
C7 0.043 -0.467 -4.349
C8 0.359 -1.874 -3.733
O2 1.685 -2.239 -4.076
C9 -0.643 -2.957 -4.133
F1 -0.278 -3.639 -5.224
F2 -0.780 -3.862 -3.131
F3 -1.880 -2.457 -4.331
C10 -1.950 0.548 -3.280
C11 -2.565 1.284 -2.307
C12 -1.805 1.878 -1.317
S2 -2.751 2.775 -0.078
C13 -4.150 1.667 0.091
C14 -4.715 1.384 1.308
C15 -5.767 0.496 1.340
C16 -6.239 -0.074 0.187
C17 -5.676 0.222 -1.034
I1 -6.355 -0.607 -2.851
C18 -4.602 1.099 -1.082
N2 -3.996 1.429 -2.332
H1 4.708 1.392 0.586
H2 3.544 0.214 0.785
H3 2.911 2.843 -0.285
H4 3.029 2.698 1.454
H5 1.333 0.533 0.258
H6 1.642 0.967 2.448
H7 -0.288 2.928 0.586
H8 0.887 3.315 -0.642
H9 2.270 1.706 -3.330
H10 -0.677 -0.585 -5.164
H11 0.976 -0.036 -4.708
H12 0.321 -1.764 -2.643
H13 2.233 -2.229 -3.280
H14 -2.558 0.069 -4.042
H15 -4.336 1.821 2.224
H16 -6.254 0.198 2.265
H17 -7.060 -0.786 0.198
H18 -4.164 2.420 -2.526
O3 3.750 -0.701 3.465
C19 2.918 -0.950 4.277
O4 1.587 -0.917 4.030
C20 0.923 -1.407 5.211
C21 1.955 -1.151 6.274
F4 1.906 -2.083 7.257
O5 3.177 -1.294 5.566
H19 0.706 -2.470 5.088
H20 -0.014 -0.870 5.401
H21 1.909 -0.155 6.718
O6 7.738 -2.039 -5.642
C22 6.727 -2.511 -5.247
O7 6.282 -3.757 -5.560
C23 5.107 -4.001 -4.783
C24 4.636 -2.602 -4.483
F5 4.016 -2.534 -3.271
O8 5.844 -1.871 -4.421
H22 5.375 -4.549 -3.879
H23 4.378 -4.579 -5.345
H24 3.986 -2.171 -5.244
O9 -1.584 -0.306 6.057
C25 -2.220 0.679 5.853
O10 -2.001 1.525 4.825
C26 -3.043 2.504 4.847
C27 -3.487 2.456 6.285
F6 -4.808 2.720 6.409
O11 -3.251 1.101 6.632
H25 -3.836 2.205 4.163
H26 -2.669 3.481 4.550
H27 -2.923 3.107 6.956

Mulliken population analysis, charges in e, atoms 1 to 4: number 1, N, carries -0.410; number 2, C, carries -0.957; number 3, C, carries 0.229; number 4, O, carries -0.502